Here is a 2-piece molecular cluster, CH5Cl2NSi overall at a distorted geometry from the Open Molecules 2025 dataset. Energies are from ωB97M-V with the def2-TZVPD basis set.

```
! RIJCOSX wB97M-V def2-TZVPD def2/J DEFGRID3
* xyz 0 3
C -0.79 -0.30 1.62
N -0.62 -1.00 0.45
Si 0.65 0.69 -1.90
Cl 2.54 0.66 -1.22
Cl 0.62 0.08 -3.86
H 0.06 0.28 2.10
H -1.70 0.36 1.71
H -1.03 -1.08 2.33
H 0.19 -1.66 0.69
H 0.08 1.97 -1.92
*
```

Results
Relative energy (zero: lowest compared OMol25 entry of this formula, charge and spin) ... 0.0 kJ/mol
LUMO level (alpha / beta) ... 0.7 / -1.4 eV
E ... -35529.1461 eV
E_HOMO (alpha / beta) ... -7.5 / -10.5 eV
Expectation value of S² ... 2.01
Orbital gap (alpha / beta) ... 8.30 / 9.11 eV